Record 1
ORCA calculation (ωB97M-V/def2-TZVPD) on an isolated ion of composition C4H9O2 and charge -1 at a distorted geometry.

The geometry in XYZ format:
```
15
Properties=species:S:1:pos:R:3:forces:R:3
C 0.1205 1.3429 -1.5567 1.5 0.7 0.5
C 0.5152 0.1556 -0.7042 0.5 -2.2 0.2
O 0.4056 -1.0000 -1.4337 -0.8 -0.3 0.6
C -0.3544 0.2135 0.6006 0.5 0.4 0.7
C -0.2684 -0.9785 1.5965 -0.6 -0.9 -0.5
O 0.1130 -2.2309 1.0043 -0.3 0.8 -0.7
H 0.6153 1.3367 -2.5389 -0.4 -0.5 0.2
H 0.5790 2.2236 -1.0581 -1.0 0.3 -0.1
H -0.9689 1.2921 -1.6229 0.1 0.6 -0.2
H 1.5760 0.1634 -0.2916 -0.4 0.9 -0.3
H -1.4159 0.3835 0.3880 0.0 -0.2 -0.4
H -0.0418 1.1314 1.1346 -0.1 -0.2 0.0
H 0.3462 -0.8691 2.5015 0.2 0.5 -0.4
H -1.2990 -1.1059 1.9736 0.1 0.0 0.2
H 0.0775 -2.0584 0.0068 0.5 0.1 0.4
```
Positions in Å, forces in eV/Å.

Properties
net charge = -1
SMILES = C[C@H]([O-])CCO
calculated total energy = -8388.4335 eV

Record 2
ORCA calculation (ωB97M-V/def2-TZVPD) on C4H9O2 as an isolated structure at a distorted geometry.

The geometry in XYZ format:
```
15
Properties=species:S:1:pos:R:3:forces:R:3
C -2.1920 -0.6906 0.3532 -1.0 2.6 4.6
O -2.8998 -0.4930 -0.6257 0.7 0.1 0.0
C -0.7404 -1.0237 0.5043 -2.9 1.2 -3.1
C -0.0259 -0.3368 -0.6485 0.1 -0.9 -0.6
C 1.3971 -0.1540 -0.1275 0.7 0.3 0.6
O 1.9799 -1.3121 0.1968 0.1 0.0 -0.1
H -2.6392 -0.5528 1.4522 -0.1 -0.8 -1.6
H 2.0526 3.2250 -0.1658 0.0 0.1 0.1
H -1.5095 -1.7875 0.0904 2.0 -2.9 -0.2
H -0.2246 -1.4400 1.3560 -0.3 0.4 0.3
H -0.5344 0.6248 -0.9119 0.3 -0.6 0.2
H -0.1095 -1.0317 -1.5234 0.6 0.8 0.4
H 1.2715 0.5388 0.7863 -0.1 -0.1 -0.3
H 2.1989 3.9134 0.0827 0.0 -0.1 -0.1
H 1.9755 0.5203 -0.8190 -0.1 -0.2 -0.2
```
Positions in Å, forces in eV/Å.

Properties
net charge = -1
calculated total energy = -8385.0280 eV

Record 3
ORCA calculation (ωB97M-V/def2-TZVPD) on a 2-piece molecular cluster, C4H9O2 overall at a distorted geometry.

The geometry in XYZ format:
```
15
Properties=species:S:1:pos:R:3:forces:R:3
C -1.2374 -1.5083 -0.8046 -1.2 0.5 -1.1
C -1.8232 -0.0918 -1.0152 -0.4 -1.0 0.3
H -0.4957 -1.5812 -0.0600 0.8 0.2 1.0
H -2.0818 -2.1425 -0.5353 0.2 -0.4 -0.1
H -0.7908 -1.8590 -1.7339 0.0 -0.2 0.0
H -1.9712 0.0937 -2.0730 -0.2 0.2 -0.1
H -1.2313 0.6773 -0.6013 1.0 0.8 0.3
H -2.7613 -0.0070 -0.4628 -0.2 0.0 -0.3
C 1.8565 0.6453 0.4645 0.3 -0.8 0.0
C 1.6277 1.3020 1.8452 -0.3 0.1 -0.5
O 1.7387 2.5455 1.8350 0.0 0.3 0.2
O 1.3543 0.5388 2.7890 0.0 -0.2 0.4
H 2.8645 0.8925 0.1407 0.1 0.3 -0.3
H 1.1347 0.9396 -0.2902 -0.1 0.5 -0.1
H 1.8162 -0.4450 0.5018 -0.1 -0.1 0.3
```
Positions in Å, forces in eV/Å.

Properties
net charge = -1
calculated total energy = -8390.1409 eV

ΔE to the lowest compared entry with this formula, charge and spin list, top to bottom, in kJ/mol: 198.6 527.2 33.8